DFT (wB97M-V/def2-TZVPD) results for 6 unconnected molecules or ions with the total composition C41H58F17N7OP.

Its total energy is -4093.60829 hartree. The molecular weight comes out at 1018.9 g mol⁻¹. The value obtained for the LUMO energy is -0.1689 Ha. The energy relative to the best compared isomer or geometry (same formula, charge and spin) comes out at 2289.36 kJ/mol. The HOMO-LUMO gap is 0.2519 Eh. The strongest force on any atom is 10.09 eV/A.

Geometry as ORCA input:
```
! RIJCOSX wB97M-V def2-TZVPD def2/J DEFGRID3
* xyz 1 1
C 0.752 4.430 2.673
C 2.028 4.799 3.676
C 2.381 3.493 4.648
C 3.279 2.443 3.759
C 4.141 1.363 4.648
C 5.383 0.671 3.792
C 4.929 0.465 2.212
N 5.080 1.575 1.198
N 4.747 1.635 -0.122
C 4.165 0.414 -0.743
C 3.713 0.418 -2.353
C 2.258 1.168 -2.489
C 0.977 0.218 -1.985
F 1.009 0.258 -0.499
F 1.283 -1.168 -2.462
C -0.466 0.802 -2.562
F -0.538 0.309 -3.989
F -0.451 2.292 -2.668
C -1.785 0.187 -1.810
F -1.486 -1.223 -1.475
F -2.872 0.141 -2.859
C -2.376 1.091 -0.579
F -3.300 2.102 -1.218
F -1.330 1.932 0.112
C -3.329 0.256 0.487
F -4.296 1.233 1.036
F -4.149 -0.699 -0.349
C -2.508 -0.626 1.588
F -1.041 -0.700 1.382
F -3.007 -2.046 1.446
C -2.755 -0.223 3.157
F -2.131 -1.340 3.963
F -4.209 -0.248 3.567
C -1.972 1.143 3.649
F -2.342 2.370 2.909
F -2.420 1.371 5.074
F -0.497 1.023 3.703
C 3.860 -1.024 0.056
C 4.275 -0.978 1.676
P 3.954 -2.501 2.788
C 2.416 -1.974 3.861
O 5.323 -2.863 3.828
H 0.548 3.278 2.785
H 0.963 4.694 1.550
H -0.218 5.018 2.992
H 2.959 5.071 2.995
H 1.799 5.776 4.305
H 2.958 3.817 5.628
H 1.348 2.980 4.952
H 2.530 1.925 2.993
H 4.020 3.099 3.100
H 3.399 0.480 4.939
H 4.498 1.919 5.623
H 6.379 1.328 3.822
H 5.644 -0.326 4.347
H 5.521 2.461 1.597
H 3.762 -0.643 -2.845
H 4.506 1.124 -2.898
H 2.246 2.192 -1.887
H 2.151 1.479 -3.629
H 3.397 -1.967 -0.469
H 2.730 -1.717 4.962
H 1.618 -2.851 3.800
H 1.876 -1.036 3.357
H 5.315 -3.863 3.992
C 3.811 -7.656 1.485
C 2.764 -8.140 2.484
C 2.066 -6.992 3.216
C 3.089 -6.184 3.998
N 3.938 -5.513 4.646
H 4.622 -7.112 1.981
H 4.263 -8.508 0.966
H 3.362 -6.997 0.734
H 3.247 -8.805 3.210
H 2.013 -8.734 1.951
H 1.317 -7.389 3.909
H 1.556 -6.335 2.504
C -6.823 0.130 5.562
C -7.222 -1.031 4.657
C -8.732 -1.280 4.640
C -9.211 -1.620 6.042
N -9.609 -1.903 7.205
H -7.082 -0.064 6.607
H -5.741 0.290 5.520
H -7.317 1.058 5.251
H -6.699 -1.936 4.990
H -6.883 -0.819 3.637
H -8.968 -2.112 3.968
H -9.264 -0.393 4.282
C 5.416 1.834 -7.395
C 6.750 1.762 -6.659
C 6.622 1.171 -5.254
C 5.695 2.035 -4.415
N 4.926 2.752 -3.719
H 4.706 2.492 -6.882
H 5.559 2.236 -8.403
H 4.963 0.840 -7.485
H 7.178 2.771 -6.601
H 7.445 1.150 -7.243
H 7.606 1.128 -4.774
H 6.222 0.152 -5.300
C -1.753 -1.172 -6.657
C -1.708 -0.276 -7.891
C -0.827 -0.844 -9.006
C 0.602 -0.991 -8.507
N 1.787 -1.112 -8.093
H -0.765 -1.280 -6.199
H -2.416 -0.741 -5.899
H -2.128 -2.170 -6.910
H -1.342 0.715 -7.596
H -2.726 -0.144 -8.272
H -0.838 -0.174 -9.872
H -1.198 -1.822 -9.329
C -7.532 2.206 -0.656
C -6.747 2.144 -1.962
C -7.093 3.287 -2.919
C -8.568 3.224 -3.281
N -9.792 3.173 -3.581
H -8.609 2.106 -0.826
H -7.231 1.388 0.007
H -7.351 3.152 -0.134
H -6.942 1.180 -2.448
H -5.676 2.180 -1.735
H -6.495 3.206 -3.833
H -6.876 4.256 -2.456
*
```

---

DFT (wB97M-V/def2-TZVPD) results for a single C4H6FNO2 molecule.

Its total energy is -461.09447 hartree. The molecular weight comes out at 119.1 g mol⁻¹. The value obtained for the LUMO energy is 0.0157 Ha. Its structure (SMILES) is NC(=O)/C=C(\F)CO. The energy relative to the best compared isomer or geometry (same formula, charge and spin) comes out at 103.30 kJ/mol. The HOMO-LUMO gap is 0.3963 Eh. The strongest force on any atom is 2.86 eV/A.

Geometry as ORCA input:
```
! RIJCOSX wB97M-V def2-TZVPD def2/J DEFGRID3
* xyz 0 1
N 2.417 0.952 -0.171
C 1.961 -0.328 -0.108
O 2.678 -1.303 -0.292
C 0.490 -0.438 0.288
C -0.610 0.246 0.104
F -0.633 1.562 -0.212
C -2.051 -0.283 0.394
O -2.821 -0.672 -0.677
H 3.383 1.030 -0.374
H 1.810 1.749 -0.147
H 0.316 -1.453 0.629
H -1.981 -1.171 1.025
H -2.552 0.547 1.022
H -2.408 -0.438 -1.480
*
```

---

DFT (wB97M-V/def2-TZVPD) results for a single C4H9NO2 molecule.

Its total energy is -363.05680 hartree. The molecular weight comes out at 103.1 g mol⁻¹. The value obtained for the LUMO energy is 0.0299 Ha. Its structure (SMILES) is C[C@@H](O)CNC=O. The energy relative to the best compared isomer or geometry (same formula, charge and spin) comes out at 75.45 kJ/mol. The HOMO-LUMO gap is 0.3908 Eh. The strongest force on any atom is 0.44 eV/A.

Geometry as ORCA input:
```
! RIJCOSX wB97M-V def2-TZVPD def2/J DEFGRID3
* xyz 0 1
C -1.990 -0.582 -0.337
C -0.482 -0.672 -0.536
O -0.056 0.186 -1.570
C 0.239 -0.391 0.803
N 1.606 0.068 0.650
C 1.854 1.350 0.296
O 0.995 2.210 0.169
H -2.344 -1.258 0.449
H -2.508 -0.820 -1.270
H -2.254 0.444 -0.052
H -0.206 -1.678 -0.876
H -0.083 1.095 -1.230
H -0.295 0.388 1.356
H 0.243 -1.295 1.421
H 2.353 -0.604 0.573
H 2.929 1.559 0.153
*
```

---

DFT (wB97M-V/def2-TZVPD) results for a molecular structure, C3H4CdO4.

The expectation value of S² is 0.769. Its total energy is -585.33620 hartree. The molecular weight comes out at 216.5 g mol⁻¹. The value obtained for the LUMO energy (spin up / spin down) is 0.1116 / 0.1089 Ha. The energy relative to the best compared isomer or geometry (same formula, charge and spin) comes out at 59.52 kJ/mol. The HOMO-LUMO gap (spin up / spin down) is 0.1985 / 0.1987 Eh. The strongest force on any atom is 3.58 eV/A.

Geometry as ORCA input:
```
! RIJCOSX wB97M-V def2-TZVPD def2/J DEFGRID3
* xyz -1 2
C 0.875 -0.677 -1.220
C 0.209 0.182 -0.301
O -1.150 0.449 -0.526
C -1.860 1.001 0.517
O -3.028 1.280 0.267
O -1.288 1.044 1.647
O 2.216 -0.779 -1.030
Cd 0.231 0.444 2.789
H 0.370 -1.618 -1.456
H 0.770 1.117 -0.143
H 2.539 -1.633 -1.329
H 0.116 -0.809 0.785
*
```

---

DFT (wB97M-V/def2-TZVPD) results for a molecular structure, C3H5CoO2.

The expectation value of S² is 3.762. Its total energy is -1650.19382 hartree. The molecular weight comes out at 132.0 g mol⁻¹. The value obtained for the LUMO energy (spin up / spin down) is -0.1791 / -0.2197 Ha. The energy relative to the best compared isomer or geometry (same formula, charge and spin) comes out at 0.00 kJ/mol. The HOMO-LUMO gap (spin up / spin down) is 0.3504 / 0.3074 Eh. The strongest force on any atom is 1.67 eV/A.

Geometry as ORCA input:
```
! RIJCOSX wB97M-V def2-TZVPD def2/J DEFGRID3
* xyz 1 4
C -1.871 0.911 -0.058
C -2.816 -0.053 0.084
O -3.584 -0.887 0.165
H -2.224 1.722 -0.712
H -1.412 1.215 0.939
Co -0.121 0.195 -1.017
O 1.456 0.211 -0.376
C 2.424 -0.644 0.130
H 3.129 -0.981 -0.655
H 3.030 -0.140 0.906
H 1.990 -1.550 0.594
*
```

---

DFT (wB97M-V/def2-TZVPD) results for a molecular structure, B2CsF10NO4S2.

The expectation value of S² is 0.761. Its total energy is -2221.00604 hartree. The molecular weight comes out at 486.6 g mol⁻¹. The value obtained for the LUMO energy (spin up / spin down) is 0.0054 / -0.1647 Ha. The HOMO-LUMO gap (spin up / spin down) is 0.3089 / 0.1388 Eh. The strongest force on any atom is 10.99 eV/A.

Geometry as ORCA input:
```
! RIJCOSX wB97M-V def2-TZVPD def2/J DEFGRID3
* xyz -1 2
Cs 0.075 -2.154 -0.664
N -2.037 2.394 -1.091
S -0.705 3.080 -0.938
O -0.004 3.871 -1.920
O 0.005 2.619 0.171
F -1.453 4.284 -0.178
S -1.577 1.332 -2.302
O -0.415 0.472 -1.944
O -1.845 1.762 -3.671
F -2.753 0.196 -2.169
B -1.232 -2.575 3.007
F -0.014 -2.432 3.624
F -0.915 -3.004 1.745
F -1.999 -3.522 3.663
F -1.839 -1.296 2.918
B 3.402 -0.991 -0.049
F 2.876 -1.985 -0.901
F 2.326 -0.126 0.030
F 3.663 -1.658 1.111
F 4.440 -0.267 -0.443
*
```

---

- The lowest molecular weight belongs to which entry?
  C4H9NO2

---

- What is the formula in the sixth record?
  B2CsF10NO4S2